1.
141
Properties=species:S:1:pos:R:3:lowdin_charge:R:1 method="wB97M-V/def2-TZVPD" total_charge=0 lumo_ha=0.0114 homo_lumo_gap_ev=9.84 smiles="CCOB(O)[C@]1(CCCCOC)C(=O)N[C@@H](C(F)(F)c2cccc(C(F)(F)F)c2)[C@]1(Br)C[C@H]1CO1.C[C@@H]1COC(=O)O1.C[C@@H]1COC(=O)O1.C[C@@H]1COC(=O)O1.C[C@@H]1COC(=O)O1.C[C@@H]1COC(=O)O1.C[C@@H]1COC(=O)O1"
C 2.333 5.531 1.026 -0.048
C 1.749 4.247 0.443 -0.193
O 0.894 3.532 1.370 0.064
B 1.475 2.363 1.811 -0.600
O 2.465 2.433 2.785 0.176
C 1.057 0.925 1.218 -0.198
C 2.251 0.097 0.684 -0.165
C 3.379 0.912 0.045 -0.176
C 4.450 -0.084 -0.445 -0.146
C 5.216 -0.779 0.706 -0.200
O 5.102 -0.095 1.957 -0.202
C 4.838 -0.948 3.043 -0.115
C 0.285 1.331 -0.051 -0.382
O 0.625 1.367 -1.217 0.124
N -1.073 1.627 0.303 0.116
C -1.335 0.845 1.511 -0.181
C -2.661 0.107 1.267 -0.421
F -3.513 1.042 0.707 0.077
F -3.277 -0.267 2.407 0.085
C -2.625 -1.070 0.296 -0.145
C -3.234 -2.241 0.679 -0.030
C -3.216 -3.333 -0.126 -0.059
C -2.589 -3.308 -1.338 -0.014
C -1.970 -2.156 -1.739 -0.107
C -1.205 -2.065 -3.053 -0.569
F -1.279 -0.832 -3.578 0.138
F -1.589 -2.972 -3.941 0.164
F 0.116 -2.227 -2.767 0.120
C -2.003 -1.054 -0.924 0.021
C -0.073 0.135 2.046 -0.526
Br 0.167 -1.793 1.762 0.979
C 0.302 0.399 3.527 -0.136
C -0.181 -0.718 4.471 -0.401
C -1.033 -0.218 5.634 0.018
O -1.525 -0.980 4.417 -0.116
H 3.331 5.357 1.430 0.084
H 1.711 5.992 1.783 0.059
H 2.467 6.228 0.195 0.083
H 1.107 4.528 -0.394 0.121
H 2.540 3.607 0.044 0.114
H 3.313 2.656 2.382 0.110
H 1.888 -0.586 -0.081 0.101
H 2.689 -0.444 1.520 0.084
H 3.077 1.476 -0.838 0.112
H 3.902 1.581 0.730 0.103
H 5.159 0.440 -1.086 0.112
H 3.968 -0.864 -1.042 0.107
H 6.277 -0.798 0.449 0.118
H 4.880 -1.812 0.829 0.117
H 5.088 -0.401 3.951 0.090
H 3.774 -1.223 3.131 0.075
H 5.395 -1.888 2.986 0.090
H -1.241 2.604 0.495 0.145
H -1.552 1.592 2.289 0.168
H -3.725 -2.338 1.636 0.128
H -3.674 -4.267 0.169 0.116
H -2.550 -4.170 -1.992 0.126
H -1.522 -0.141 -1.253 0.120
H -0.136 1.309 3.934 0.131
H 1.376 0.322 3.691 0.125
H 0.499 -1.524 4.684 0.120
H -1.588 0.700 5.511 0.106
H -1.330 -1.002 6.317 0.107
C 0.120 2.114 -4.841 -0.020
C 0.448 3.502 -4.352 -0.334
C 0.116 4.608 -5.323 -0.098
O 1.082 5.611 -4.983 0.060
C 2.156 4.974 -4.448 -0.564
O 3.206 5.487 -4.237 0.162
O 1.866 3.675 -4.189 0.084
H 0.334 1.389 -4.056 0.069
H -0.933 2.032 -5.110 0.094
H 0.734 1.848 -5.703 0.093
H -0.029 3.668 -3.382 0.154
H -0.894 4.991 -5.196 0.138
H 0.262 4.321 -6.367 0.139
C 4.342 -3.939 -5.016 -0.016
C 4.686 -2.976 -3.908 -0.326
C 5.667 -1.898 -4.301 -0.088
O 6.328 -1.623 -3.059 0.056
C 6.258 -2.746 -2.303 -0.567
O 6.867 -2.920 -1.298 0.158
O 5.396 -3.641 -2.848 0.080
H 3.592 -4.653 -4.673 0.085
H 3.947 -3.415 -5.887 0.096
H 5.216 -4.517 -5.313 0.084
H 3.775 -2.544 -3.484 0.154
H 5.180 -1.003 -4.682 0.140
H 6.411 -2.238 -5.025 0.142
C -6.471 0.691 2.605 -0.013
C -7.322 -0.169 3.505 -0.331
C -7.194 0.155 4.972 -0.093
O -7.462 -1.109 5.587 0.067
C -7.123 -2.076 4.698 -0.572
O -7.040 -3.231 4.957 0.164
O -6.888 -1.542 3.467 0.056
H -6.651 0.440 1.559 0.094
H -6.689 1.749 2.749 0.095
H -5.413 0.516 2.793 0.068
H -8.368 -0.137 3.181 0.151
H -7.913 0.901 5.303 0.139
H -6.188 0.475 5.253 0.141
C -9.199 -3.321 2.374 -0.014
C -10.076 -3.265 1.148 -0.326
C -10.321 -4.604 0.496 -0.097
O -10.511 -4.245 -0.877 0.062
C -9.837 -3.085 -1.092 -0.560
O -9.627 -2.615 -2.160 0.168
O -9.435 -2.539 0.086 0.084
H -9.112 -2.333 2.818 0.067
H -9.611 -4.001 3.120 0.102
H -8.189 -3.641 2.121 0.101
H -11.019 -2.761 1.379 0.158
H -11.204 -5.107 0.885 0.138
H -9.464 -5.278 0.567 0.140
C 2.791 10.923 1.750 -0.023
C 1.909 10.008 2.564 -0.332
C 1.954 10.260 4.052 -0.096
O 1.676 8.962 4.590 0.067
C 2.079 8.047 3.671 -0.554
O 2.172 6.881 3.873 0.163
O 2.365 8.648 2.487 0.077
H 2.669 10.723 0.686 0.087
H 2.545 11.969 1.936 0.091
H 3.842 10.756 1.986 0.093
H 0.882 10.041 2.189 0.159
H 1.207 10.978 4.382 0.139
H 2.938 10.580 4.403 0.140
C 5.603 -7.850 -2.470 -0.016
C 4.783 -7.776 -3.735 -0.333
C 4.558 -9.108 -4.409 -0.096
O 4.434 -8.734 -5.786 0.067
C 5.126 -7.580 -5.957 -0.563
O 5.388 -7.099 -7.009 0.166
O 5.481 -7.047 -4.758 0.064
H 5.681 -6.865 -2.009 0.085
H 5.151 -8.534 -1.751 0.092
H 6.620 -8.180 -2.688 0.094
H 3.836 -7.264 -3.541 0.156
H 3.654 -9.607 -4.066 0.139
H 5.405 -9.790 -4.306 0.140

2.
166
Properties=species:S:1:pos:R:3:lowdin_charge:R:1 method="wB97M-V/def2-TZVPD" total_charge=+1 lumo_ha=-0.0866 homo_lumo_gap_ev=7.47
C 0.648 -3.795 -3.492 -0.043
C -0.021 -3.394 -2.372 -0.186
C -0.228 -2.093 -1.556 -0.286
C -0.499 -2.716 -0.132 -0.086
C -0.361 -2.219 1.325 -0.376
C -0.868 -0.912 1.883 -0.054
F -1.056 -3.237 2.049 -0.060
C -1.580 -1.487 -2.301 -0.243
C -2.529 -0.967 -1.171 -0.162
O -3.445 -1.987 -0.807 -0.200
C -3.970 -1.888 0.511 -0.057
C -2.416 -2.506 -3.100 -0.097
C -3.812 -2.166 -3.725 -0.614
N -3.682 -1.978 -5.162 0.081
N -4.577 -3.413 -3.505 0.078
N -4.536 -1.001 -3.232 0.093
C -1.015 -0.288 -3.130 -0.454
S -0.343 -1.068 -4.691 0.936
C -2.051 0.693 -3.723 -0.157
C -1.555 1.917 -4.487 -0.388
C -1.405 1.825 -5.995 -0.043
N -1.367 3.011 -3.866 0.160
N 0.125 0.289 -2.248 -0.219
N 1.032 1.168 -2.909 0.117
C -0.301 1.084 -0.998 -0.172
C -1.430 2.110 -0.974 -0.202
C -0.933 3.570 -0.900 -0.092
C 0.874 -0.986 -1.759 -0.610
I 2.166 -0.564 -0.011 1.241
P 2.399 -1.513 -2.921 0.856
C 3.112 -2.920 -1.968 -0.324
C 3.747 -0.258 -2.755 -0.363
H 0.077 -3.991 -4.403 0.068
H 1.697 -4.043 -3.542 0.030
H -0.763 -4.128 -2.047 0.118
H 0.148 -3.589 -0.104 0.080
H -1.497 -3.155 -0.204 0.125
H 0.666 -2.342 1.658 0.066
H -0.219 -0.068 1.669 0.046
H -0.839 -1.016 2.965 0.064
H -1.908 -0.689 1.658 0.063
H -3.100 -0.112 -1.527 0.108
H -1.994 -0.633 -0.290 0.077
H -5.038 -2.102 0.461 0.095
H -3.860 -0.883 0.923 0.091
H -3.508 -2.635 1.159 0.089
H -2.583 -3.378 -2.484 0.110
H -1.846 -2.905 -3.938 0.070
H -4.592 -1.819 -5.578 0.083
H -3.258 -2.792 -5.588 0.090
H -4.893 -3.486 -2.545 0.073
H -5.368 -3.447 -4.137 0.077
H -5.148 -1.227 -2.464 0.086
H -5.042 -0.516 -3.959 0.087
H 0.404 -0.061 -5.153 -0.105
H -2.600 0.101 -4.452 0.075
H -2.801 1.011 -3.009 0.084
H -0.387 2.071 -6.299 0.087
H -1.680 0.848 -6.385 0.062
H -2.088 2.548 -6.446 0.092
H -1.082 3.744 -4.518 0.088
H 1.243 0.815 -3.835 0.053
H 0.585 2.079 -2.978 0.093
H 0.610 1.600 -0.713 0.070
H -0.463 0.345 -0.230 0.032
H -1.967 1.932 -0.039 0.122
H -2.170 2.070 -1.756 0.047
H -0.935 3.930 0.129 0.077
H 0.078 3.688 -1.299 0.075
H -1.578 4.192 -1.510 0.029
H 3.386 -3.661 -2.723 0.042
H 4.026 -2.639 -1.450 0.022
H 2.390 -3.406 -1.313 0.022
H 4.528 -0.575 -2.065 0.005
H 4.200 -0.201 -3.748 0.037
H 3.421 0.740 -2.480 0.005
C -0.629 -2.236 7.246 -0.042
C 0.006 -1.577 6.015 -0.433
C 0.637 -2.484 4.953 -0.297
F 1.643 -3.220 5.455 0.105
F 1.150 -1.703 3.964 0.077
F 0.888 -0.632 6.392 0.142
F -1.020 -0.939 5.363 0.090
O 0.140 -2.322 8.426 0.056
C 1.024 -3.340 8.657 -0.542
C 2.481 -2.850 8.732 -0.282
F 2.815 -2.168 7.618 0.096
F 3.292 -3.923 8.835 0.107
F 0.882 -4.338 7.764 0.148
F 0.738 -3.848 9.875 0.150
H -1.447 -1.569 7.514 0.152
H -1.079 -3.195 6.986 0.150
H -0.109 -3.150 4.511 0.165
H 2.610 -2.204 9.603 0.177
C 8.727 -1.428 1.956 -0.035
C 8.070 -2.338 0.906 -0.442
C 7.647 -1.722 -0.436 -0.297
F 6.734 -0.740 -0.277 0.082
F 7.079 -2.689 -1.195 0.091
F 7.030 -3.001 1.451 0.135
F 9.017 -3.264 0.574 0.106
O 7.914 -0.891 2.985 0.056
C 7.185 0.251 2.824 -0.547
C 5.672 -0.018 2.884 -0.277
F 5.336 -0.962 1.983 0.072
F 5.005 1.119 2.576 0.090
F 7.519 0.910 1.698 0.151
F 7.463 1.066 3.865 0.150
H 9.415 -2.085 2.485 0.152
H 9.333 -0.657 1.479 0.149
H 8.516 -1.325 -0.966 0.175
H 5.380 -0.351 3.881 0.178
C 0.813 -7.114 3.080 -0.042
C 1.476 -6.536 1.823 -0.435
C 0.570 -6.069 0.682 -0.299
F -0.194 -7.058 0.186 0.108
F 1.344 -5.600 -0.338 0.080
F 2.402 -7.392 1.354 0.144
F 2.128 -5.402 2.227 0.098
O 0.706 -8.516 3.194 0.057
C -0.327 -9.221 2.641 -0.542
C 0.138 -10.176 1.528 -0.283
F 0.822 -9.506 0.579 0.100
F -0.950 -10.733 0.957 0.105
F -1.316 -8.410 2.216 0.148
F -0.841 -10.004 3.615 0.148
H 1.489 -6.835 3.888 0.152
H -0.139 -6.618 3.281 0.147
H -0.079 -5.258 1.023 0.146
H 0.775 -10.955 1.949 0.177
C -5.361 7.926 -2.115 -0.030
C -6.863 7.613 -2.093 -0.444
C -7.446 6.956 -0.836 -0.303
F -6.863 5.761 -0.594 0.091
F -8.764 6.748 -1.031 0.106
F -7.198 6.896 -3.185 0.136
F -7.492 8.820 -2.183 0.108
O -4.501 6.994 -2.750 0.059
C -4.006 5.896 -2.125 -0.541
C -4.506 4.581 -2.747 -0.276
F -5.845 4.532 -2.771 0.114
F -4.058 3.544 -1.991 0.084
F -4.212 5.935 -0.796 0.151
F -2.656 5.910 -2.309 0.110
H -5.277 8.818 -2.733 0.154
H -4.997 8.198 -1.123 0.148
H -7.316 7.607 0.033 0.175
H -4.120 4.483 -3.763 0.170
C 0.811 7.455 1.707 -0.042
C -0.366 8.117 0.979 -0.439
C -0.787 7.547 -0.379 -0.310
F 0.209 7.614 -1.283 0.101
F -1.825 8.279 -0.849 0.094
F -0.161 9.444 0.878 0.143
F -1.454 7.930 1.788 0.101
O 2.095 8.031 1.572 0.057
C 2.922 7.746 0.524 -0.542
C 3.189 8.969 -0.371 -0.283
F 2.034 9.502 -0.810 0.102
F 3.910 8.568 -1.441 0.101
F 2.480 6.694 -0.194 0.141
F 4.120 7.397 1.045 0.145
H 0.578 7.580 2.763 0.152
H 0.833 6.381 1.515 0.144
H -1.109 6.507 -0.280 0.148
H 3.746 9.723 0.188 0.177